Below is a 2-piece molecular cluster, C9H13BF4N2O overall, with properties calculated with ωB97M-V/def2-TZVPD.

XYZ file:
```
30
C9H13BF4N2O | the Open Molecules 2025 dataset | ωB97M-V/def2-TZVPD
C 0.5199 2.5159 2.9070
C -0.1523 1.9760 2.0814
C -0.6950 1.1125 1.0138
N 0.2745 0.9221 -0.0243
C 1.6696 0.7238 0.4193
C -0.1263 -0.1052 -0.9928
C 0.0383 -1.5820 -0.7227
O -0.5673 0.2638 -2.0428
C -1.9998 1.7227 0.3968
C -2.9763 0.5257 0.4178
C -2.4198 -0.3997 1.4337
N -1.2129 -0.1067 1.7231
H 1.0890 2.9622 3.6874
H 2.1159 1.7082 0.5496
H 1.7815 0.1722 1.3552
H 2.2467 0.2441 -0.3707
H 0.0436 -1.8602 0.3310
H 0.9406 -1.9345 -1.2316
H -0.7941 -2.1013 -1.1985
H -2.3834 2.4362 1.1218
H -1.7341 2.1252 -0.5698
H -2.8395 -0.0472 -0.5192
H -4.0446 0.7163 0.4318
H -3.0024 -1.2156 1.8411
H -0.7469 -0.6843 2.4161
B 3.0073 -2.0234 -2.9096
F 2.7683 -1.3454 -1.6751
F 2.0414 -3.0468 -3.0161
F 2.8648 -1.1117 -3.9590
F 4.2933 -2.5629 -2.8945
```

Values from the calculation:
- HOMO energy: -10.1 eV
- Gap between HOMO and LUMO: 7.90 eV
- Spin multiplicity: 1